(1)
The molecule C4H5N3O, computed with the ωB97M-V functional and the def2-TZVPD basis.

## Properties
Structure (SMILES)   N/N=C/c1ncco1
Net charge   0
ΔE to the lowest compared entry with this formula, charge and spin   56.18 kcal per mole
LUMO level   0.722 eV
Kohn-Sham gap   9.320 eV
Calculated total energy   -10745.1787 eV

The geometry in XYZ format:
```
13
Properties=species:S:1:pos:R:3:forces:R:3
N 3.156322 0.087293 -0.131795 0.109 0.244 0.256
N 1.867313 0.512119 -0.001828 -0.453 -0.273 -0.088
C 0.950751 -0.375196 -0.033940 0.113 -0.036 -0.254
C -0.468882 -0.010563 -0.047674 0.915 0.491 0.316
N -0.984096 1.170297 -0.045977 -0.771 -0.096 0.003
C -2.357988 0.918450 -0.024510 -0.061 0.471 -0.171
C -2.572524 -0.405996 -0.024835 0.350 0.048 0.096
O -1.354130 -1.019999 -0.020798 0.017 -0.343 -0.136
H 3.332606 -0.832818 0.240090 -0.003 -0.436 -0.009
H 3.796745 0.749119 0.286372 -0.185 0.094 -0.143
H 1.154413 -1.447638 -0.125923 0.105 0.097 0.069
H -3.102555 1.705339 -0.041185 0.266 -0.100 0.041
H -3.417973 -1.050405 -0.027999 -0.404 -0.161 0.021
```
Positions in Å, forces in eV/Å.


(2)
A structure of composition C36H38IrN2O6S2, computed with the ωB97M-V functional and the def2-TZVPD basis.

## Properties
Net charge   +1
LUMO level (spin up / spin down)   -5.028 / -5.023 eV
Kohn-Sham gap (spin up / spin down)   5.161 / 5.168 eV
Calculated total energy   -77714.4121 eV

The geometry in XYZ format:
```
85
Properties=species:S:1:pos:R:3:forces:R:3
Ir -0.195931 0.935222 -0.617601 -0.047 -3.677 -0.228
O -2.288431 -0.482778 -0.579201 1.851 0.205 0.332
C -3.509831 0.190922 -0.622701 -0.097 3.030 -0.770
C -3.182331 1.941922 -0.649201 -3.108 -3.895 0.761
O -4.161631 2.567422 -0.403001 -0.063 1.368 0.010
O -2.025831 2.160622 -0.975301 4.740 0.957 -0.906
C -4.211131 -0.112878 -1.923301 0.141 -0.643 0.188
C -4.501731 0.810922 -2.913401 0.103 -0.039 0.048
C -5.250431 0.434522 -4.017301 -0.042 -0.043 -0.082
C -5.704831 -0.865878 -4.146801 0.013 0.055 -0.063
C -5.379131 -1.803278 -3.180001 -0.017 -0.197 0.055
C -4.634931 -1.432378 -2.076401 -0.044 0.161 -0.287
C -4.342131 0.020622 0.584199 -0.360 -0.482 0.784
C -3.749131 -0.234778 1.826699 -0.262 0.033 -0.589
C -4.538831 -0.421978 2.941999 -0.191 0.097 0.197
C -5.915631 -0.288778 2.857199 0.108 0.055 -0.035
C -6.505831 0.009322 1.636899 0.045 0.063 0.265
C -5.733231 0.160422 0.505399 0.545 -0.202 -0.027
H -2.162931 -0.862178 0.304699 -0.215 -0.201 0.086
H -4.158531 1.827722 -2.833501 -0.031 0.218 0.064
H -5.494631 1.169022 -4.767501 -0.020 0.101 -0.117
H -6.311531 -1.149778 -4.994301 -0.027 -0.008 -0.061
H -5.732431 -2.818778 -3.273001 -0.019 -0.128 -0.028
H -4.393731 -2.154578 -1.311701 -0.042 -0.129 0.132
H -2.674031 -0.248678 1.955799 0.029 -0.090 0.014
H -4.068731 -0.645078 3.884599 0.049 0.000 0.213
H -6.518131 -0.376578 3.746199 -0.115 -0.118 0.097
H -7.573131 0.138222 1.574999 -0.191 -0.002 -0.024
H -6.198331 0.375822 -0.443601 -0.021 0.047 -0.068
C 5.285569 1.112722 5.145899 0.060 -0.020 0.006
C 4.065869 0.769622 4.353099 -0.092 0.077 -0.117
C 3.170169 1.762622 3.971499 -0.069 -0.131 -0.018
C 2.018969 1.447922 3.272399 -0.126 0.122 0.095
C 1.771869 0.129522 2.936799 -0.561 0.054 -0.270
C 2.655669 -0.876778 3.286699 0.020 -0.222 0.066
C 3.799269 -0.551278 3.995699 -0.125 0.007 -0.137
S 0.274669 -0.239578 2.052599 -0.201 -1.405 0.059
O -0.480031 -1.274178 2.711599 0.633 0.312 -0.061
O -0.451131 1.002322 1.807899 0.076 1.129 -0.693
N 0.633169 -0.723978 0.505499 0.032 4.161 -0.010
C 0.396569 -1.919978 -0.068301 -0.662 -2.166 -0.866
C 0.365869 -3.145278 0.594499 0.121 1.073 -0.262
C 0.059669 -4.315278 -0.095501 -0.183 -0.298 -0.683
C -0.218831 -4.306678 -1.440901 0.053 -0.041 0.304
C -0.191231 -3.097278 -2.163701 0.187 0.161 0.199
C -0.521831 -3.009178 -3.531701 0.070 0.378 0.065
C -0.532731 -1.785478 -4.149101 0.243 -0.335 0.119
C -0.186431 -0.653078 -3.405601 -0.004 0.418 -0.198
N 0.133469 -0.705278 -2.128101 -0.931 2.063 0.675
C 0.132569 -1.897278 -1.485501 0.067 -0.769 1.137
H 5.387469 2.188122 5.260499 0.016 0.051 0.076
H 6.183969 0.736222 4.662999 0.103 -0.066 -0.031
H 5.226369 0.656022 6.133099 0.050 0.032 0.077
H 3.383869 2.792422 4.218899 -0.058 0.072 0.065
H 1.314269 2.209822 2.982799 -0.013 0.114 -0.023
H 2.446269 -1.902778 3.021999 0.020 -0.132 -0.010
H 4.501869 -1.323478 4.274399 -0.009 -0.112 0.026
H 0.530269 -3.162778 1.658399 0.043 -0.083 0.096
H 0.016069 -5.244178 0.449799 0.013 -0.115 0.066
H -0.495831 -5.210678 -1.959001 0.023 -0.137 -0.040
H -0.763131 -3.908578 -4.075501 -0.107 -0.114 -0.065
H -0.789331 -1.691378 -5.191201 -0.009 0.117 -0.077
H -0.156631 0.324122 -3.867301 -0.172 0.051 0.020
C 4.621669 3.903722 0.336699 0.086 -0.076 -0.018
C 4.273869 3.611822 -1.117701 0.116 -0.348 0.442
C 2.781269 3.428222 -1.337701 -0.877 -0.306 -0.305
S 2.137269 1.786422 -0.760201 -0.183 -0.723 0.115
O 2.541269 1.635322 0.631399 0.298 0.228 0.598
C 3.201369 0.633822 -1.757701 -0.549 0.116 -0.230
C 4.238569 -0.077978 -0.904001 -0.097 -0.070 0.442
C 3.662869 -1.291178 -0.186901 0.111 0.128 0.051
H 5.699469 3.989522 0.449199 0.071 0.072 0.038
H 4.267469 3.106322 0.984599 0.043 0.030 0.075
H 4.167369 4.837722 0.657699 -0.030 0.116 0.071
H 4.812869 2.722222 -1.443801 0.106 0.034 -0.157
H 4.607369 4.442322 -1.745501 -0.154 -0.109 -0.103
H 2.510069 3.474922 -2.390301 -0.119 0.063 -0.132
H 2.215569 4.176722 -0.784901 -0.211 -0.054 0.005
H 3.658769 1.214822 -2.552801 -0.086 0.174 -0.097
H 2.504969 -0.077478 -2.194801 0.005 -0.018 -0.127
H 4.626269 0.611722 -0.154001 0.178 0.053 -0.056
H 5.068769 -0.386878 -1.542801 -0.066 0.169 -0.110
H 2.903369 -0.973578 0.520599 0.069 -0.050 0.006
H 4.440369 -1.816578 0.360699 0.092 -0.082 0.016
H 3.209569 -1.983378 -0.894301 -0.021 -0.132 -0.077
```
Positions in Å, forces in eV/Å.


(3)
The ion CH4ClN2O with charge +1, computed with the ωB97M-V functional and the def2-TZVPD basis.

## Properties
Net charge   +1
ΔE to the lowest compared entry with this formula, charge and spin   28.76 kcal per mole
LUMO level   -5.502 eV
Kohn-Sham gap   10.539 eV
Calculated total energy   -18642.4841 eV

The geometry in XYZ format:
```
9
Properties=species:S:1:pos:R:3:forces:R:3
C 0.641333 -1.029076 0.150253 1.032 -1.971 0.209
N -0.218845 1.314738 0.064603 -0.244 1.832 0.006
N -0.559020 -1.110417 -0.274109 -1.351 -0.252 -0.637
O 1.537169 -1.517908 0.670871 -0.003 0.068 0.199
Cl 1.301083 0.893189 -0.671221 -0.446 0.768 0.187
H -0.058710 1.452672 1.066048 0.219 -0.015 -0.146
H -0.500605 2.229470 -0.294804 0.253 -0.075 -0.132
H -1.051779 -0.270034 -0.584287 0.264 -0.239 0.202
H -1.090625 -1.962632 -0.127350 0.275 -0.115 0.113
```
Positions in Å, forces in eV/Å.


(4)
A structure of composition C35H45AsN5O2PtS2, computed with the ωB97M-V functional and the def2-TZVPD basis.

## Properties
Net charge   +1
ΔE to the lowest compared entry with this formula, charge and spin   0.00 kcal per mole
LUMO level   -2.992 eV
Kohn-Sham gap   8.427 eV
Calculated total energy   -134324.3137 eV

The geometry in XYZ format:
```
91
Properties=species:S:1:pos:R:3:forces:R:3
Pt -0.684039 0.215100 0.376817 -0.053 -0.160 0.034
C 3.447072 3.012213 4.334242 0.007 -0.029 -0.027
C 2.064519 2.512814 4.722942 -0.016 0.034 0.084
N 1.703378 1.279580 4.012101 0.052 -0.007 -0.090
C 2.152071 0.029241 4.632375 -0.044 0.006 0.060
C 1.092817 -0.591837 5.528463 0.019 -0.038 -0.002
C 1.138941 1.345093 2.804393 -0.033 -0.016 -0.198
S 0.821751 -0.219646 2.051127 -0.002 0.144 0.122
N 0.955648 2.562400 2.311339 0.113 -0.001 -0.091
C 0.357589 2.964100 1.191928 -0.100 -0.320 0.202
O -0.480451 2.329460 0.494837 -0.024 0.238 -0.090
C 0.655721 4.351821 0.753398 -0.036 0.043 0.014
C 0.115887 4.816344 -0.445114 -0.021 0.013 -0.004
C 0.393315 6.101694 -0.877472 0.004 0.002 -0.007
C 1.206854 6.930425 -0.114908 -0.001 -0.005 0.010
C 1.741606 6.473005 1.082206 0.004 0.003 -0.020
C 1.467596 5.186652 1.516774 0.035 0.004 -0.004
H 3.687692 3.919505 4.887910 -0.005 0.004 0.007
H 3.485678 3.233578 3.267292 -0.005 -0.006 0.023
H 4.213956 2.270242 4.560308 0.005 0.001 -0.005
H 1.308924 3.264784 4.515264 0.000 -0.003 0.016
H 2.018957 2.279663 5.788030 0.014 -0.004 -0.008
H 3.042210 0.275214 5.211624 -0.002 0.024 0.004
H 2.473933 -0.669628 3.861810 -0.010 0.011 -0.015
H 0.749197 0.117592 6.282246 0.003 0.006 -0.005
H 1.501222 -1.461304 6.043420 -0.001 0.004 -0.001
H 0.237509 -0.917139 4.937475 -0.007 0.003 0.019
H -0.518276 4.162570 -1.030013 0.018 0.003 0.019
H -0.026453 6.461420 -1.807749 -0.001 0.003 0.003
H 1.420555 7.936112 -0.452260 0.001 0.002 0.000
H 2.370109 7.120912 1.678166 0.004 0.005 -0.002
H 1.877870 4.819201 2.447254 -0.019 0.006 -0.016
C 0.872095 1.567789 -5.636074 0.009 0.013 0.008
C 0.781313 2.462385 -4.410491 0.016 0.035 0.002
N 1.265889 1.781359 -3.200703 -0.066 0.026 0.023
C 2.690956 1.955715 -2.895640 0.019 -0.030 0.015
C 2.939876 3.141481 -1.978145 0.007 0.010 -0.027
C 0.445726 1.041227 -2.464782 -0.083 -0.019 -0.103
S 1.137267 0.223826 -1.089933 0.055 -0.012 0.030
N -0.802046 0.903068 -2.932453 -0.001 0.031 0.100
C -1.903755 0.560701 -2.314835 0.087 -0.019 0.002
O -2.123521 0.483276 -1.052052 -0.011 0.055 -0.107
C -3.088158 0.269682 -3.170649 0.045 0.002 0.021
C -4.241402 -0.268627 -2.602662 0.006 0.002 -0.043
C -5.338465 -0.559364 -3.396042 -0.003 -0.003 -0.007
C -5.292499 -0.309988 -4.761230 -0.007 -0.009 0.009
C -4.146915 0.227163 -5.331677 0.011 0.009 0.002
C -3.047296 0.515380 -4.540620 -0.003 0.007 -0.018
H 0.545397 2.113625 -6.521200 -0.004 -0.008 0.000
H 0.242735 0.687234 -5.514536 -0.001 -0.007 0.003
H 1.898357 1.238978 -5.804435 -0.002 -0.008 -0.007
H -0.238126 2.799131 -4.240099 0.014 -0.024 -0.009
H 1.407499 3.346761 -4.532985 -0.008 0.015 0.008
H 3.194941 2.088940 -3.853137 -0.002 0.016 -0.006
H 3.084182 1.038363 -2.462416 -0.010 -0.004 -0.009
H 2.549236 4.064064 -2.410488 -0.009 -0.007 0.012
H 4.009681 3.271247 -1.814445 0.000 -0.015 -0.008
H 2.459539 2.983931 -1.013059 0.007 0.008 -0.002
H -4.268428 -0.464818 -1.540854 0.010 0.004 0.040
H -6.230295 -0.981638 -2.952196 0.001 0.003 0.001
H -6.150375 -0.535186 -5.380951 0.000 0.000 0.002
H -4.112065 0.423227 -6.394897 0.002 -0.002 0.000
H -2.150593 0.935526 -4.973945 -0.003 0.001 0.002
C -0.775252 -1.822179 0.004320 -0.039 -0.075 0.064
C -1.798069 -2.615396 0.747908 -0.016 0.030 -0.038
C -2.930443 -3.090935 0.088249 0.018 0.007 0.071
C -3.862945 -3.874495 0.748666 0.013 -0.002 -0.011
C -3.669369 -4.194862 2.089586 -0.006 0.010 -0.002
C -2.536201 -3.733746 2.760593 -0.002 0.030 0.024
C -1.615763 -2.948169 2.092104 0.035 -0.030 -0.017
C -4.640479 -4.993450 2.787420 -0.018 -0.014 -0.020
N -5.425803 -5.619654 3.344692 0.012 0.008 0.008
H -0.949361 -1.890599 -1.069211 -0.010 0.004 0.008
H 0.223131 -2.217981 0.196751 -0.014 0.026 0.021
H -3.074972 -2.851457 -0.957864 -0.012 0.000 -0.038
H -4.738586 -4.243905 0.232057 0.004 -0.002 -0.004
H -2.385358 -4.001918 3.797876 0.001 0.003 -0.001
H -0.728870 -2.599419 2.609781 -0.009 -0.015 0.007
C -4.177150 -0.543254 1.818008 -0.021 0.024 -0.044
As -2.598354 0.555766 1.900141 0.105 -0.007 0.073
C -2.184499 0.620884 3.786014 0.066 0.003 -0.053
C -3.313979 2.305561 1.519047 -0.037 -0.012 -0.010
H -4.938406 -0.058066 2.428956 0.003 -0.006 0.003
H -3.975138 -1.539735 2.197988 0.002 -0.006 0.014
H -4.524579 -0.605199 0.789517 0.013 -0.007 -0.005
H -3.101185 0.818796 4.339532 -0.006 0.018 0.003
H -1.462408 1.417466 3.971148 -0.033 -0.048 -0.009
H -1.761947 -0.330065 4.103951 -0.024 0.006 -0.026
H -4.169478 2.482994 2.169414 -0.007 0.011 -0.006
H -3.626746 2.330282 0.476437 0.007 -0.004 0.000
H -2.553617 3.064368 1.676604 0.000 0.008 0.026
```
Positions in Å, forces in eV/Å.